Record 1
75
Properties=species:S:1:pos:R:3:forces:R:3 method="wB97M-V/def2-TZVPD" orbital_gap_ha=0.2325 e_homo_ev=-8.00
Pt 2.328173 0.802418 -1.661726 -0.23 -0.07 0.55
O 1.863915 -4.965789 -3.404237 -0.02 -0.01 0.02
C 2.001978 -3.665736 -3.097278 0.03 -0.01 -0.03
C 1.636767 -2.643638 -3.975719 0.04 -0.02 -0.02
C 1.792336 -1.339870 -3.565998 0.01 0.03 0.04
N 2.206331 -1.081642 -2.326941 -0.37 -0.05 0.09
C 2.735085 -2.029549 -1.549635 -0.10 0.16 0.12
C 2.624895 -3.354449 -1.883873 0.06 0.03 0.01
C 3.633565 -1.423065 -0.483409 0.23 -0.18 -0.03
O 4.136102 -2.098635 0.379397 -0.08 0.04 -0.04
O 3.893606 -0.159707 -0.731308 -0.05 0.29 -0.28
C 1.754869 -0.111051 -4.486421 0.03 0.04 -0.01
O 1.206180 -0.221958 -5.569479 -0.03 0.00 0.01
O 2.375432 0.888603 -3.987478 0.25 -0.18 -0.06
H 1.463831 -5.064488 -4.276278 0.01 0.00 0.00
H 1.295575 -2.828822 -4.986929 0.00 -0.01 0.00
H 3.057596 -4.115015 -1.249712 -0.01 -0.02 -0.02
I 3.589732 5.692966 -0.386139 0.00 0.00 0.00
C 1.914163 4.914232 -1.323451 0.00 0.01 0.01
C 0.874448 5.763707 -1.746298 0.02 0.02 0.01
C -0.239411 5.283156 -2.380538 -0.02 -0.01 -0.01
I -1.718581 6.623977 -2.982837 0.00 0.00 0.00
C -0.378004 3.892335 -2.612617 0.01 0.01 0.00
C -1.443950 3.256620 -3.285144 -0.01 0.01 0.03
C -1.451017 1.898142 -3.429719 -0.07 -0.04 0.05
C -0.404299 1.136666 -2.894512 -0.04 0.03 0.16
N 0.606972 1.705056 -2.280119 0.04 0.07 -0.18
C 0.658173 3.061611 -2.150107 0.03 -0.03 0.05
C 1.836549 3.554768 -1.533272 -0.01 0.02 0.00
O 2.780526 2.701087 -1.204728 0.04 -0.06 0.09
H 0.973335 6.825451 -1.566302 0.00 0.00 0.00
H -2.250091 3.855868 -3.686710 0.00 0.00 0.00
H -2.253849 1.391108 -3.944471 0.00 0.00 -0.01
H -0.401666 0.058513 -2.967752 0.01 -0.04 -0.02
C -0.960711 -1.508691 4.814854 0.02 0.01 0.03
Si 0.274805 -0.429803 3.896759 -0.06 -0.09 -0.05
C 1.976888 -1.197074 4.018692 0.01 0.01 0.00
C 0.276030 1.298270 4.627607 0.01 0.00 0.00
Si -0.450317 -0.331063 1.639168 0.03 0.02 -0.08
Te 1.588024 0.948126 0.913008 0.13 -0.02 -0.36
Si -2.384901 0.990568 1.464942 -0.04 0.00 0.01
C -3.572620 0.538666 2.852169 0.02 0.03 0.02
C -3.251785 0.671425 -0.170332 -0.02 -0.02 0.00
C -1.932853 2.804564 1.582634 0.00 0.00 -0.05
Si -0.727399 -2.499828 0.798607 -0.02 0.00 0.01
C 0.713410 -3.601842 1.261591 0.00 0.01 -0.03
C -2.319776 -3.168861 1.539189 0.02 -0.02 0.05
C -0.938541 -2.428324 -1.065797 -0.03 -0.01 0.02
H -0.707171 -1.550711 5.877692 0.00 0.00 0.00
H -0.946803 -2.531102 4.430802 0.02 0.01 0.02
H -1.979912 -1.129166 4.728016 -0.01 -0.01 0.00
H 2.308638 -1.205568 5.060536 -0.02 -0.01 0.01
H 2.716113 -0.652628 3.430116 0.01 0.00 0.02
H 1.972928 -2.226553 3.656448 0.00 0.00 0.00
H 0.669527 1.276176 5.647119 -0.01 0.00 0.00
H -0.734464 1.710769 4.666977 0.00 0.01 -0.01
H 0.895200 1.985282 4.046165 0.01 0.00 0.01
H -3.821845 -0.524488 2.840274 0.00 -0.01 0.00
H -4.503409 1.102520 2.747921 0.00 0.00 -0.01
H -3.152994 0.774899 3.832205 0.00 0.00 0.00
H -3.637193 -0.349879 -0.222697 0.01 0.01 -0.01
H -2.569175 0.819641 -1.007000 0.04 0.01 -0.08
H -4.093650 1.356152 -0.302378 -0.01 -0.01 0.02
H -1.478428 3.047290 2.544899 0.02 -0.01 0.01
H -2.827438 3.421760 1.464176 0.00 0.01 0.01
H -1.219929 3.082694 0.802748 0.00 0.00 0.00
H 0.740335 -3.765724 2.340938 0.01 0.00 0.00
H 1.672770 -3.170455 0.965983 0.00 -0.01 0.05
H 0.612616 -4.578712 0.779791 0.00 0.01 0.00
H -2.281222 -3.174894 2.630444 -0.03 0.00 -0.02
H -2.493143 -4.195735 1.206074 0.00 0.01 -0.01
H -3.182066 -2.570928 1.236254 0.00 0.01 0.00
H -0.072127 -1.959754 -1.530056 0.05 0.05 -0.08
H -1.827919 -1.849178 -1.326326 0.02 0.01 -0.02
H -1.048759 -3.430709 -1.488475 -0.01 0.00 0.01

Record 2
63
Properties=species:S:1:pos:R:3:forces:R:3 method="wB97M-V/def2-TZVPD" orbital_gap_ha="0.2063 / 0.2129" charge=+1 multiplicity=6 e_homo_ev="-8.12 / -11.93"
C 1.900376 0.183589 0.797359 1.31 0.34 -0.50
C 2.029925 -0.553102 -0.431544 0.21 -0.37 1.29
C 1.721419 0.312233 -1.497416 -0.14 1.09 -0.26
H 2.294986 -1.600756 -0.569002 -0.25 0.32 0.32
C 1.437337 1.619310 -0.979245 1.27 0.01 0.00
C 1.674750 1.580961 0.441982 0.36 -0.47 -0.11
H 1.190263 2.490626 -1.577623 0.20 -0.19 0.24
C -1.067275 -1.656679 1.189810 -2.22 2.51 -0.30
C -0.415578 -2.791427 0.705309 1.19 -2.56 -3.47
C -0.556290 -2.828678 -0.733747 1.41 -1.95 3.21
H 0.097335 -3.565555 1.286535 -0.22 0.51 -0.19
C -1.345980 -1.794695 -1.138692 -1.00 1.20 0.12
C -1.617048 -0.860792 0.022489 -1.28 -2.79 1.15
H 1.657326 0.018854 -2.537702 0.19 0.16 0.04
H 1.656065 2.447201 1.089860 0.12 -0.27 0.04
H 2.071043 -0.216291 1.793028 0.05 0.20 -0.28
H -2.578122 -0.317440 0.035572 0.26 -0.56 0.13
H -0.147300 -3.564031 -1.425050 -0.02 0.06 0.52
H -1.268844 -1.393048 2.234792 0.16 -0.25 -0.54
Ir -0.212155 0.539352 0.047484 0.12 0.17 -2.31
C -1.750789 -1.540294 -2.549585 -0.26 1.20 -0.09
C -3.281079 -1.515514 -2.672873 -0.13 -0.49 -0.04
C -1.163438 -2.536348 -3.548998 -0.33 0.01 0.20
H -3.558530 -2.547014 -2.439112 -0.46 0.14 0.08
H -3.622673 -1.338146 -3.705159 0.23 0.19 0.34
H -3.798612 -0.836641 -1.971465 0.37 -0.24 -0.35
H -1.570073 -3.514886 -3.307429 0.20 -0.30 -0.27
H -0.067236 -2.541869 -3.509849 -0.22 -0.13 -0.02
H -1.479178 -2.243416 -4.560023 0.09 -0.19 0.26
C -1.060320 -0.196458 -2.873212 0.69 0.34 0.16
C -1.755855 1.123135 -2.797949 -0.73 1.33 1.66
H -0.486424 -0.303737 -3.807072 -0.58 0.30 0.53
H -0.298236 -0.046881 -2.083396 -0.03 -0.29 -0.53
O -2.117065 1.641790 -1.693640 0.57 -1.48 -3.94
N -1.686666 1.753119 -4.095560 -0.46 0.69 0.22
C -0.451249 2.588338 -4.130253 -0.01 0.27 0.56
H -2.473891 2.352082 -4.351821 0.10 -0.21 0.66
C 0.821224 1.915063 -4.595427 0.32 -0.31 -0.17
C 2.005763 2.575241 -4.235275 -0.13 -0.34 -0.10
H 1.913554 3.535128 -3.705865 0.25 -0.42 -0.25
C 3.249800 2.016833 -4.525244 -0.14 0.22 -0.06
H 4.141486 2.573423 -4.233730 -0.13 -0.31 -0.11
C 3.335538 0.788736 -5.193554 -0.24 0.15 0.28
H 4.316267 0.348216 -5.391387 -0.41 0.13 -0.02
C 2.157253 0.138218 -5.572387 -0.22 0.23 0.02
H 2.210883 -0.809972 -6.106115 -0.01 0.21 0.11
C 0.894670 0.697993 -5.293690 0.44 0.30 0.01
H -0.018815 0.184368 -5.624466 0.46 0.35 0.11
H -0.268490 2.895958 -3.079223 0.02 0.28 -0.54
H -0.618465 3.531084 -4.692238 -0.14 -0.72 0.16
C -0.337025 1.337793 3.253715 -0.17 0.00 -0.25
Si -1.278472 1.772992 1.650821 -1.25 2.12 2.56
C -3.150681 1.413780 1.849780 0.44 -0.09 -0.27
C -1.075239 3.618010 1.276576 0.02 -0.25 -0.08
H -0.441425 0.285285 3.515915 -0.06 -0.04 0.04
H -0.718587 1.925467 4.091369 -0.07 0.03 -0.02
H 0.732333 1.535475 3.172110 0.00 0.10 -0.04
H -3.562452 1.989326 2.688582 0.22 -0.07 -0.09
H -3.683680 1.720647 0.943794 0.07 -0.03 0.06
H -3.357503 0.352840 2.019567 0.01 0.13 0.07
H -1.583065 4.230461 2.027697 0.03 -0.09 -0.01
H -0.021764 3.899374 1.262203 -0.01 0.09 0.03
H -1.499927 3.851972 0.297671 -0.03 0.01 0.05

Record 3
68
Properties=species:S:1:pos:R:3:forces:R:3 method="wB97M-V/def2-TZVPD" orbital_gap_ha=0.3313 e_homo_ev=-8.76
C 8.977708 2.290143 0.362590 -0.40 -0.06 0.07
C 7.600157 2.648837 0.899786 0.33 0.40 -0.16
H 7.646951 2.924744 1.955272 -0.05 -0.02 -0.13
H 7.168129 3.468542 0.316854 0.04 -0.10 0.17
O 6.713705 1.528746 0.848016 0.02 -0.20 0.31
C 6.108597 1.285584 -0.318186 -0.43 -0.30 -0.32
O 6.240268 1.964719 -1.301228 0.11 0.16 -0.11
C 5.242248 0.042445 -0.243277 0.23 0.12 0.11
C 4.160814 0.176785 0.842272 -0.02 -0.15 0.03
H 4.546649 0.757208 1.680790 -0.04 0.03 0.00
H 3.299189 0.703249 0.429014 -0.03 0.02 0.04
C 3.742852 -1.216473 1.344800 -0.21 0.49 0.24
N 3.865836 -2.183252 0.280850 0.06 -0.10 -0.01
C 2.897606 -2.558983 -0.588542 0.20 -0.18 0.19
O 3.159121 -3.170055 -1.614998 -0.22 0.00 -0.14
C 1.483949 -2.243466 -0.276958 -0.90 0.07 -0.93
C 0.464545 -2.075749 -1.175704 0.70 -0.05 0.38
C -0.713738 -1.863095 -0.388412 0.16 -0.04 0.83
C -2.057782 -1.631156 -0.678020 0.09 -0.04 -0.09
C -2.918952 -1.491748 0.383290 -0.58 0.11 -0.28
C -2.502043 -1.576270 1.710190 0.16 -0.06 0.14
C -1.177919 -1.806306 2.021473 0.16 -0.04 0.03
C -0.296968 -1.944871 0.956346 -0.71 0.16 -0.81
O 1.029708 -2.168545 1.018266 0.12 -0.11 0.41
H -0.834241 -1.881276 3.040361 0.00 -0.01 0.13
H -3.246846 -1.465934 2.480940 -0.01 0.02 0.21
S -4.658330 -1.184626 0.087218 0.61 0.16 0.26
O -5.434245 -2.101372 0.868504 -0.04 0.07 0.26
O -4.866225 -1.153225 -1.336658 0.27 0.11 0.05
N -4.790366 0.323807 0.788216 0.04 -1.01 -0.34
C -4.282737 1.406408 -0.022108 0.11 0.21 -0.54
H -3.429550 1.015583 -0.580323 0.12 0.24 -0.03
C -5.341843 1.966668 -0.975472 0.07 0.27 0.12
C -4.787630 3.152049 -1.758616 -0.08 -0.31 0.12
H -4.492587 3.953432 -1.083270 0.04 0.13 0.06
H -3.918151 2.853253 -2.339125 0.13 0.03 -0.11
H -5.540188 3.539128 -2.441214 -0.04 0.08 -0.09
C -6.572011 2.371444 -0.160472 0.00 -0.28 -0.01
H -7.353655 2.735456 -0.830436 -0.03 0.08 0.00
C -7.115880 1.210168 0.680922 0.03 0.06 0.03
C -7.760056 0.124930 -0.177390 0.04 0.15 0.19
H -8.526420 0.554557 -0.819592 -0.07 0.01 -0.09
H -7.023546 -0.375121 -0.799169 -0.09 -0.04 -0.17
H -8.221663 -0.628018 0.457168 -0.07 -0.11 0.02
C -5.983067 0.635818 1.542894 -0.64 -0.09 0.29
H -6.297851 -0.293942 2.017530 -0.10 0.17 0.17
H -5.700143 1.357636 2.318544 0.02 -0.07 -0.04
H -7.879080 1.607292 1.361208 0.09 -0.03 0.00
H -6.294864 3.193848 0.506316 0.01 0.12 0.00
H -5.612543 1.172043 -1.674892 0.01 0.02 0.03
H -3.928192 2.195555 0.652162 0.03 -0.02 -0.03
H -2.432281 -1.568415 -1.686916 -0.02 0.01 -0.16
C 0.521635 -2.085228 -2.658211 0.12 -0.02 -0.04
H -0.215986 -2.783878 -3.048450 -0.05 -0.05 -0.10
H 1.509202 -2.386720 -2.992206 -0.05 0.01 -0.09
H 0.286938 -1.095692 -3.049754 -0.05 0.05 -0.07
C 5.247110 -2.449185 -0.085399 0.30 -0.28 -0.24
C 6.106935 -1.187713 0.053634 -0.16 0.04 -0.03
H 6.515605 -1.095802 1.060956 0.06 0.00 -0.01
H 6.942528 -1.242043 -0.644784 0.05 -0.04 0.05
H 5.237640 -2.801743 -1.119378 0.07 0.04 0.21
H 5.640646 -3.250778 0.549876 0.00 0.01 -0.08
H 2.729444 -1.193288 1.734944 0.22 -0.02 0.04
H 4.405827 -1.539418 2.152720 -0.08 0.01 0.00
H 4.776245 -0.083134 -1.225346 0.10 0.10 0.09
H 8.908113 2.030217 -0.690734 0.04 0.00 -0.07
H 9.388149 1.445044 0.910175 0.08 -0.05 0.06
H 9.643543 3.141196 0.471138 0.11 0.09 0.01

Electronic energy, record by record: -99997.9610; -40717.1018; -52578.1944 eV
Max |F|, record by record: 0.60; 4.48; 1.29 eV Å⁻¹